73
Properties=species:S:1:pos:R:3 method="wB97M-V/def2-TZVPD" charge=0 gap_ev=8.506 lumo_energy_ev=0.56 smiles="CC(=O)N1c2ccc(S(=O)(=O)N3CCC(C(=O)N4CCN(c5cccc(C(F)(F)F)c5)CC4)CC3)cc2C[C@H]1C"
C -7.8219 -1.9698 0.3982
C -6.3785 -1.8502 -0.0417
O -5.7263 -2.8185 -0.3642
N -5.8480 -0.5897 -0.0154
C -4.5047 -0.2840 -0.2423
C -3.5051 -1.0843 -0.7707
C -2.2374 -0.5343 -0.9092
C -1.9919 0.7671 -0.5219
S -0.3756 1.4910 -0.7181
O 0.5401 0.4687 -1.1643
O -0.4823 2.6671 -1.5368
N -0.0746 1.9896 0.8604
C 0.4788 3.3167 1.0662
C 2.0055 3.2931 1.2586
C 2.5228 2.0637 0.5164
C 4.0336 1.9838 0.4183
O 4.7642 2.4030 1.2981
N 4.5336 1.3665 -0.6809
C 3.7967 0.8280 -1.8101
C 4.4747 -0.4853 -2.2504
N 5.0348 -1.1750 -1.1141
C 4.2728 -2.0196 -0.3421
C 4.8840 -2.7969 0.6546
C 4.1571 -3.6781 1.4262
C 2.7952 -3.8363 1.2320
C 2.1862 -3.0922 0.2319
C 0.7066 -3.2175 0.0240
F 0.0094 -2.3486 0.7935
F 0.3200 -2.9849 -1.2385
F 0.2351 -4.4350 0.3404
C 2.8968 -2.1917 -0.5456
C 6.1502 -0.4457 -0.5346
C 5.9490 1.0709 -0.7367
C 2.0529 0.8137 1.2809
C 0.5658 0.9647 1.6519
C -2.9860 1.5711 0.0176
C -4.2442 1.0355 0.1522
C -5.4949 1.6434 0.7129
C -6.5798 0.6508 0.2575
C -7.2508 1.1475 -1.0246
H -7.9228 -1.6692 1.4393
H -8.4830 -1.3604 -0.2107
H -8.1131 -3.0126 0.3054
H -3.7076 -2.1008 -1.0615
H -1.4293 -1.1100 -1.3287
H 0.2115 3.8914 0.1783
H -0.0183 3.7599 1.9362
H 2.2725 3.2238 2.3135
H 2.4508 4.2033 0.8577
H 2.0797 2.0898 -0.4788
H 2.7607 0.6255 -1.5465
H 3.8072 1.5493 -2.6379
H 5.3007 -0.2806 -2.9390
H 3.7646 -1.1273 -2.7698
H 5.9489 -2.7244 0.8092
H 4.6589 -4.2592 2.1847
H 2.2211 -4.5256 1.8293
H 2.3570 -1.6254 -1.2871
H 7.0927 -0.7621 -0.9991
H 6.1977 -0.6519 0.5347
H 6.4409 1.6278 0.0616
H 6.3482 1.4011 -1.7001
H 2.6557 0.7054 2.1847
H 2.1942 -0.0741 0.6663
H 0.0261 0.0341 1.4766
H 0.4491 1.2424 2.7026
H -2.7526 2.5824 0.3084
H -5.6808 2.6467 0.3335
H -5.4302 1.6977 1.8024
H -7.3289 0.4853 1.0347
H -7.9271 0.4016 -1.4336
H -6.4916 1.3647 -1.7726
H -7.8169 2.0532 -0.8230